A cluster of 9 separate species, C73H85BN10O4S in total at a distorted geometry, computed with wB97M-V/def2-TZVPD.

Properties
Highest occupied orbital energy   -7.1 eV
E_LUMO   -0.19 eV
Gap between HOMO and LUMO   6.901 eV
Spin multiplicity   1
Total charge   0

Each line ends with the Mulliken charge.
Cartesian coordinates (Å):
1 C 7.228689 -0.570382 1.214946  -0.954
2 C 6.123244 0.417604 1.920330  0.180
3 O 6.474359 1.872585 1.817121  -0.539
4 B 5.533813 2.501477 0.823660  0.723
5 O 6.062497 2.643117 -0.558253  -0.611
6 C 4.026857 2.919658 1.329847  0.376
7 C 3.906717 3.689422 2.783869  -0.373
8 C 2.437193 4.121420 3.428686  0.121
9 C 2.227029 4.846259 4.890297  -0.601
10 C 1.617383 3.756404 6.002496  -0.314
11 C 0.029604 3.418597 5.781091  0.473
12 O -0.455398 2.152234 5.916197  -0.585
13 O -1.003329 4.425257 5.369295  -0.488
14 C 1.088197 3.762429 2.569623  -0.501
15 C 1.236528 2.992838 1.130637  0.129
16 C 2.693385 2.544273 0.440187  -0.440
17 N 2.666956 1.852174 -0.897164  -0.241
18 C 1.784091 0.626015 -0.926714  0.281
19 C 2.326767 -0.860146 -1.394775  0.918
20 C 3.914275 -1.010276 -1.900274  -0.638
21 C 3.937006 -0.273278 -3.401796  0.008
22 C 2.819792 -0.890676 -4.433796  -0.596
23 C 1.729157 0.221114 -4.996047  -0.522
24 C 0.409241 0.403630 -4.041079  0.846
25 C -1.021859 0.504293 -4.871689  -0.609
26 C -2.205628 0.460497 -3.691250  -0.218
27 C -2.740960 -1.066402 -3.377617  -0.558
28 C -3.841823 -1.137570 -2.140008  -0.600
29 C -3.742130 -2.533476 -1.255186  0.154
30 C -5.153237 -2.890567 -0.446796  -0.363
31 C -4.708616 -3.497451 1.028108  -0.705
32 N -4.608794 -2.430781 2.115489  0.646
33 C -3.400628 -1.852140 2.824254  -0.214
34 C -3.784574 -0.713858 3.985783  -0.747
35 C -5.450079 -0.658520 3.930498  -0.322
36 C -5.804028 -1.734190 2.742895  -0.336
37 C 1.389618 -2.206308 -1.394595  -1.307
38 C -0.204071 -1.995198 -0.934168  -0.266
39 C -0.835475 -0.544204 -0.452664  0.251
40 C 0.183341 0.739314 -0.453247  -0.294
41 S -0.310798 2.494761 0.123542  -0.298
42 H 7.161462 -0.624720 0.043693  0.101
43 H 7.170005 -1.695180 1.596824  0.347
44 H 8.309323 -0.191950 1.550831  0.284
45 H 5.048071 0.210452 1.448410  0.003
46 H 6.029154 0.075500 3.053395  0.257
47 H 6.442402 1.719016 -0.760178  0.204
48 H 4.899384 3.898305 3.368971  0.409
49 H 3.322037 5.093465 5.292082  0.176
50 H 1.602905 5.836084 4.860510  0.358
51 H 1.718725 4.212588 7.094523  0.331
52 H 2.284147 2.767206 6.024227  0.238
53 H -1.797120 3.941267 4.948935  0.358
54 H 0.013781 4.053949 2.990890  0.273
55 H 3.604917 1.700401 -1.318238  0.327
56 H 4.174761 -2.148174 -1.996659  0.437
57 H 4.593625 -0.425262 -1.127533  -0.167
58 H 3.837634 0.891552 -3.333174  0.223
59 H 5.021233 -0.482003 -3.848172  0.020
60 H 2.243756 -1.824925 -4.024858  0.172
61 H 3.425215 -1.270750 -5.386146  0.394
62 H 2.345593 1.225691 -5.158067  0.166
63 H 1.380726 -0.175871 -6.056767  0.249
64 H 0.328049 -0.550754 -3.369494  -0.870
65 H 0.542555 1.392277 -3.395522  0.173
66 H -1.160096 -0.346289 -5.675345  0.400
67 H -1.072552 1.568966 -5.355042  0.050
68 H -3.067988 1.174105 -4.081795  0.454
69 H -1.822122 0.946594 -2.675679  -0.110
70 H -1.880440 -1.852503 -3.226961  0.106
71 H -3.342024 -1.417913 -4.346371  0.410
72 H -4.922390 -1.139023 -2.639896  0.411
73 H -3.782934 -0.167044 -1.483305  0.301
74 H -3.435990 -3.465947 -1.923410  0.332
75 H -2.906386 -2.464109 -0.412119  -0.540
76 H -5.790092 -1.903275 -0.381361  0.434
77 H -5.707898 -3.758767 -1.047386  0.172
78 H -5.465495 -4.360257 1.322495  -0.031
79 H -3.640077 -4.018858 0.991731  0.284
80 H -2.260439 -2.151108 2.635842  0.369
81 H -3.065808 -0.110845 4.697251  0.333
82 H -6.194128 -0.022994 4.581488  0.294
83 H -6.837746 -2.092961 2.317119  0.237
84 H 1.793808 -3.268451 -1.701151  0.291
85 H -0.844959 -3.001818 -0.944241  0.207
86 H -1.976298 -0.447480 -0.115083  0.401
87 N 5.849030 3.641819 5.451130  -0.267
88 C 6.335718 2.478574 4.966004  0.673
89 C 7.121748 1.605804 5.701244  -0.401
90 C 7.432516 1.946212 7.013511  -0.433
91 C 6.947606 3.138608 7.540927  -0.437
92 C 6.166026 3.944489 6.728769  -0.311
93 H 6.068425 2.259100 3.936419  -0.411
94 H 7.483226 0.683309 5.261255  0.405
95 H 8.047233 1.287791 7.620352  0.380
96 H 7.172352 3.432741 8.559868  0.376
97 H 5.760918 4.883431 7.095627  0.389
98 N 7.608376 -0.938374 -4.074752  -0.313
99 C 8.264828 -1.455144 -5.136529  -0.289
100 C 9.346963 -0.841348 -5.746764  -0.388
101 C 9.782263 0.379251 -5.241640  -0.291
102 C 9.125365 0.937902 -4.150077  -0.543
103 C 8.054990 0.246839 -3.605429  0.268
104 H 7.885524 -2.407295 -5.495968  0.359
105 H 9.838123 -1.303533 -6.595530  0.372
106 H 10.626501 0.890901 -5.694550  0.363
107 H 9.439827 1.887992 -3.733292  0.377
108 H 7.512038 0.639741 -2.750362  0.087
109 N 1.513845 -5.204811 1.807939  -0.574
110 C 1.636393 -5.479758 3.125034  -0.351
111 C 1.764368 -4.509579 4.106116  -0.305
112 C 1.771316 -3.174878 3.714934  -0.742
113 C 1.648810 -2.859978 2.365510  -0.130
114 C 1.522118 -3.900022 1.458774  -0.169
115 H 1.628807 -6.535592 3.379626  0.395
116 H 1.856843 -4.787880 5.149788  0.391
117 H 1.871103 -2.386546 4.455357  0.450
118 H 1.651247 -1.829652 2.028332  0.603
119 H 1.419948 -3.705485 0.394808  0.393
120 N -7.728130 1.412343 3.957489  -0.258
121 C -7.791826 2.748993 3.771314  -0.275
122 C -8.977338 3.450383 3.620445  -0.558
123 C -10.172130 2.739383 3.658528  -0.116
124 C -10.139049 1.361512 3.846917  -0.637
125 C -8.904459 0.749371 3.991774  -0.026
126 H -6.832955 3.258473 3.745693  0.398
127 H -8.969253 4.524817 3.476288  0.350
128 H -11.121223 3.254594 3.542635  0.359
129 H -11.052557 0.778740 3.880789  0.345
130 H -8.826281 -0.323378 4.144765  0.355
131 N -1.955400 -6.188384 5.595429  -0.477
132 C -2.854146 -7.085707 6.056319  -0.325
133 C -4.207157 -7.042876 5.760226  -0.431
134 C -4.670261 -6.015639 4.944862  -0.476
135 C -3.769284 -5.075119 4.456215  0.086
136 C -2.434387 -5.203596 4.804720  -0.477
137 H -2.444564 -7.866078 6.691082  0.336
138 H -4.883474 -7.791961 6.156108  0.360
139 H -5.724407 -5.948560 4.692023  0.431
140 H -4.098628 -4.262297 3.818940  0.431
141 H -1.691741 -4.496646 4.445541  0.502
142 N 0.624899 3.210856 -6.904773  -0.192
143 C 1.281351 2.694086 -7.966551  -0.257
144 C 2.363486 3.307881 -8.576786  -0.570
145 C 2.798786 4.528480 -8.071662  -0.104
146 C 2.141888 5.087131 -6.980098  -0.771
147 C 1.071513 4.396068 -6.435451  -0.090
148 H 0.902047 1.741935 -8.325989  0.378
149 H 2.854646 2.845697 -9.425551  0.379
150 H 3.643024 5.040130 -8.524571  0.367
151 H 2.456350 6.037221 -6.563314  0.367
152 H 0.528561 4.788970 -5.580384  0.498
153 N -1.511607 6.422469 -5.721846  -0.231
154 C -1.575303 7.759119 -5.908021  -0.198
155 C -2.760815 8.460508 -6.058890  -0.541
156 C -3.955607 7.749509 -6.020807  -0.111
157 C -3.922526 6.371638 -5.832418  -0.661
158 C -2.687936 5.759497 -5.687561  -0.042
159 H -0.616432 8.268599 -5.933642  0.351
160 H -2.752730 9.534943 -6.203047  0.356
161 H -4.904700 8.264720 -6.136701  0.358
162 H -4.836034 5.788866 -5.798546  0.359
163 H -2.609758 4.686748 -5.534571  0.366
164 N -5.967361 -6.577057 -0.158655  -0.261
165 C -6.310924 -7.011121 -1.391094  -0.119
166 C -7.295461 -7.956941 -1.628279  -0.556
167 C -7.967829 -8.495172 -0.536159  -0.144
168 C -7.635172 -8.069621 0.745778  -0.676
169 C -6.638775 -7.116428 0.881893  0.044
170 H -5.755530 -6.563842 -2.210324  0.362
171 H -7.531934 -8.266730 -2.639895  0.350
172 H -8.744770 -9.239861 -0.682629  0.364
173 H -8.140108 -8.470068 1.617528  0.350
174 H -6.345583 -6.749368 1.861491  0.324

Cartesian forces, eV/Å:
0.87 0.05 0.47
-0.58 -1.42 0.15
-2.32 -1.18 -2.06
1.20 -0.44 -0.03
-1.26 -2.62 2.47
-2.94 0.87 0.94
-3.69 -0.83 -1.68
-0.20 -1.58 -3.41
1.36 -1.02 0.16
-0.22 0.94 0.26
-4.08 -6.33 -0.27
3.40 7.98 -0.78
2.29 -2.40 0.13
3.73 -1.28 -1.60
2.64 0.13 1.27
-0.69 2.18 3.74
-1.22 -1.14 2.67
-2.72 -3.59 0.15
-1.66 -0.35 1.10
-2.21 1.21 -0.39
1.03 -0.84 -0.01
0.26 0.17 -1.11
0.48 -0.46 -0.26
0.05 -0.06 -0.72
0.28 0.80 1.71
-0.01 0.02 -0.31
-1.03 0.14 -0.76
-0.37 -0.60 -0.66
0.03 0.11 0.53
1.38 -0.43 -0.36
-0.01 -0.62 -0.16
-0.04 3.89 4.10
-1.31 2.22 2.18
-3.59 -3.59 -3.82
3.57 -3.85 -3.58
1.84 1.06 1.66
-2.36 5.11 1.34
2.36 2.03 -0.10
4.33 -0.69 -1.09
2.06 -2.62 -0.79
2.27 -1.54 0.51
0.12 0.34 2.23
-0.26 2.50 -0.68
-2.35 -0.73 -0.94
2.17 0.48 0.94
0.28 1.08 -2.26
-0.29 2.19 0.45
-2.31 -0.28 -1.17
-2.40 -0.44 -0.93
1.08 -2.10 -0.14
-0.37 -0.76 -2.32
-2.01 2.05 -0.36
1.98 0.40 1.33
2.62 -0.76 -1.15
-0.94 0.13 0.64
-0.39 2.33 0.31
-1.19 -1.41 -1.58
-0.03 -2.17 0.06
-2.30 0.48 0.93
1.16 1.83 -0.50
-1.28 0.77 2.00
-1.56 -2.00 0.26
0.68 0.92 2.11
0.21 1.96 -0.98
-0.45 -2.28 -1.21
0.30 1.68 1.67
0.14 -2.17 0.56
1.41 -1.77 0.95
-0.56 -1.03 -2.23
-1.48 1.81 -0.14
1.41 0.64 1.96
2.24 0.10 1.11
-0.04 -1.98 -1.03
-0.68 2.07 1.19
-1.69 0.11 -1.91
1.11 -2.17 0.15
0.99 2.06 1.45
1.49 2.03 -0.30
-2.32 1.20 -0.12
-3.03 0.43 0.06
-1.53 -1.56 -1.82
1.72 -1.53 -1.81
2.20 0.98 1.09
-0.84 2.52 0.62
1.33 2.68 0.11
2.96 -0.16 -0.80
0.60 -0.62 0.69
-0.43 0.67 0.15
0.05 0.15 0.35
0.01 -0.04 -0.03
0.05 -0.19 -0.13
-0.25 -0.08 -0.81
0.12 -0.03 0.14
-0.03 0.09 0.01
-0.07 0.08 -0.06
-0.04 -0.01 -0.10
0.06 -0.06 0.02
0.80 0.51 -0.40
-0.52 0.25 0.72
0.06 0.25 0.13
-0.01 -0.01 0.00
0.11 -0.11 -0.17
-0.33 -0.86 -0.31
0.05 0.07 0.00
-0.07 0.03 0.08
-0.10 -0.06 0.06
-0.05 -0.09 -0.02
0.04 0.04 -0.07
0.11 0.66 0.74
-0.10 0.04 -0.90
0.01 0.23 -0.08
0.00 0.01 0.00
0.02 -0.02 0.24
-0.01 -1.00 0.07
-0.02 0.09 0.04
-0.04 -0.01 -0.10
-0.03 -0.07 -0.08
-0.04 -0.05 -0.06
0.04 -0.01 0.39
-1.23 0.75 -0.01
0.16 -0.91 0.13
-0.21 -0.17 -0.01
0.00 -0.01 0.00
0.02 0.28 -0.05
0.86 0.38 -0.03
-0.08 -0.01 0.00
0.02 -0.10 0.01
0.11 -0.06 0.02
0.10 0.04 0.00
-0.03 0.04 -0.01
-0.97 0.02 -0.21
0.68 0.58 -0.27
-0.06 0.19 -0.14
0.09 0.00 -0.02
-0.26 -0.20 0.04
0.45 -0.63 0.51
-0.06 0.03 -0.04
0.08 0.05 -0.01
0.10 0.02 0.04
0.05 0.00 0.11
-0.09 -0.01 0.00
0.81 0.45 -0.49
-0.52 0.29 0.72
0.04 0.19 0.11
-0.01 0.05 0.05
0.18 -0.18 -0.31
-0.45 -0.80 0.00
0.05 0.04 0.00
-0.06 0.02 0.07
-0.09 -0.06 0.04
-0.05 -0.09 -0.01
0.07 0.03 -0.16
-0.94 0.57 -0.08
0.13 -0.93 0.13
-0.20 -0.16 0.00
0.00 -0.02 0.00
0.02 0.31 -0.04
0.87 0.29 0.00
-0.08 0.01 0.00
0.02 -0.10 0.01
0.11 -0.06 0.01
0.10 0.03 0.00
-0.03 0.07 -0.03
-0.76 -0.67 -0.15
0.31 0.36 0.79
-0.11 -0.09 0.23
0.00 0.00 0.01
-0.05 -0.07 -0.27
0.51 0.43 -0.64
-0.06 -0.05 0.02
0.04 0.04 0.09
0.09 0.09 0.02
0.06 0.05 -0.07
-0.03 -0.06 -0.03